[1]
DFT (ωB97M-V/def2-TZVPD) results for the molecule C2H8ClN2PS in a non-equilibrium geometry.

Each line ends with the Mulliken charge.
Element x y z (Å)
Cl1 -1.231 -0.984 1.887  -0.278
S1 1.704 -2.252 0.474  -0.391
P1 0.593 -0.737 0.746  0.637
N1 0.128 0.042 -0.619  -0.018
N2 1.414 0.535 1.516  -0.566
C1 -0.440 1.428 -0.569  -0.990
C2 -0.759 -0.903 -1.341  -0.960
H1 2.389 0.343 1.805  0.271
H2 -0.661 1.608 -1.547  0.391
H3 -1.364 1.449 0.011  0.377
H4 0.148 2.178 -0.193  0.356
H5 -1.852 -0.786 -1.029  0.335
H6 -0.571 -1.000 -2.485  0.269
H7 0.965 0.969 2.353  0.240
H8 -0.462 -1.891 -1.010  0.327

Values from the calculation:
SMILES   CN(C)[P@](N)(=S)Cl
HOMO level   -9.21 eV
Net charge   0
Relative energy (zero: lowest compared OMol25 entry of this formula, charge and spin)   20.3 kcal/mol
Strongest force on any atom   3.50 eV Å⁻¹

[2]
DFT (ωB97M-V/def2-TZVPD) results for a structure of composition C17H8F5I2IrN5OSe.

Each line ends with the Mulliken charge.
Element x y z (Å)
Ir1 -0.037 -0.878 0.240  1.319
I1 -2.610 -3.696 3.823  0.277
I2 -7.093 -0.615 1.444  0.303
Se1 0.393 1.026 1.623  -0.028
F1 1.709 -1.173 3.570  -0.229
F2 4.127 1.426 3.142  -0.216
F3 4.920 -1.369 2.371  -0.235
F4 1.711 -1.901 0.779  -0.240
F5 3.880 0.860 0.016  -0.343
O1 -1.095 -1.928 1.619  -0.524
N1 2.150 0.264 -3.388  -0.694
N2 -1.876 -0.148 -0.136  -0.483
N3 0.981 -0.046 -1.277  -0.754
N4 2.985 2.443 -3.111  -0.337
N5 3.280 1.272 -5.071  -0.357
C1 -2.226 0.779 -1.018  0.031
C2 2.737 -0.551 3.051  0.520
C3 -4.620 -1.967 2.386  -0.297
C4 2.229 0.751 1.798  -0.101
C5 1.544 0.160 -2.276  0.841
C6 3.663 -1.171 2.060  0.236
C7 2.799 1.336 -3.837  0.703
C8 2.969 0.828 2.999  0.219
C9 -4.176 -0.354 0.578  0.717
C10 -3.553 1.181 -1.162  -0.949
C11 3.115 -1.299 0.772  -0.180
C12 3.121 0.109 0.796  0.467
C13 -2.830 -0.700 0.661  0.291
C14 -4.529 0.620 -0.373  -0.449
C15 -2.340 -1.677 1.611  0.998
C16 -5.087 -1.025 1.479  -0.259
C17 -3.278 -2.311 2.478  -0.575
H1 -1.430 1.197 -1.619  0.407
H2 2.699 2.475 -2.148  0.161
H3 3.812 2.017 -5.487  0.209
H4 -5.561 0.927 -0.476  0.282
H5 -3.798 1.934 -1.896  0.422
H6 -5.325 -2.452 3.048  0.389
H7 3.128 0.431 -5.603  0.242
H8 3.512 3.224 -3.465  0.217

Values from the calculation:
Spin multiplicity   2
HOMO level (alpha / beta)   -14.15 / -14.27 eV
Net charge   +2
Relative energy (zero: lowest compared OMol25 entry of this formula, charge and spin)   5.9 kcal/mol
Strongest force on any atom   0.71 eV Å⁻¹

[3]
DFT (ωB97M-V/def2-TZVPD) results for a structure of composition C6H9N.

Each line ends with the Mulliken charge.
Element x y z (Å)
N1 0.570 -1.490 -0.394  -0.620
C1 1.385 1.457 0.001  -0.774
C2 -0.434 -0.688 -0.424  0.430
C3 -1.316 -0.303 -1.564  -1.099
C4 0.338 1.246 0.800  -0.364
C5 0.702 -1.271 1.075  -0.558
C6 -0.322 -0.110 0.956  0.134
H1 1.902 2.408 -0.006  0.291
H2 -1.181 -0.094 1.636  0.426
H3 0.331 -2.158 1.592  0.289
H4 -2.038 0.459 -1.254  0.301
H5 -0.095 2.077 1.350  0.326
H6 1.695 -1.011 1.453  0.306
H7 -0.727 0.093 -2.396  0.264
H8 1.775 0.684 -0.663  0.314
H9 -1.860 -1.183 -1.915  0.334

Values from the calculation:
HOMO level   -9.52 eV
Net charge   0
Relative energy (zero: lowest compared OMol25 entry of this formula, charge and spin)   51.8 kcal/mol
Strongest force on any atom   0.48 eV Å⁻¹

[4]
DFT (ωB97M-V/def2-TZVPD) results for a cluster of 12 separate species, C48H123N11O4 in total in a non-equilibrium geometry.

Each line ends with the Mulliken charge.
Element x y z (Å)
O1 1.853 1.040 -0.276  -0.948
O2 -0.859 -2.176 -2.078  -0.327
O3 0.415 0.668 2.301  -0.636
O4 -2.456 -2.242 0.295  -0.753
N1 -5.039 -3.226 -2.845  0.932
N2 -0.645 -2.788 5.317  0.213
N3 0.590 -2.334 2.927  0.377
N4 2.439 4.337 3.491  0.642
N5 3.175 1.899 2.109  1.440
N6 0.621 0.009 -6.161  0.240
N7 -3.618 -4.279 -0.622  0.912
N8 5.600 2.807 1.494  0.674
N9 2.327 6.476 -2.492  0.445
N10 -5.599 -5.168 0.959  0.207
N11 0.597 -4.319 -1.651  -0.108
C1 3.234 7.409 -3.189  -0.558
C2 1.521 -0.222 -7.326  -0.269
C3 5.578 0.674 0.069  -1.110
C4 6.241 2.691 3.955  -1.303
C5 -5.740 -2.791 1.609  -0.981
C6 5.371 3.785 0.370  -0.347
C7 2.103 5.110 -3.016  -0.802
C8 1.414 4.180 -2.020  -0.751
C9 -0.613 -1.408 -1.134  -0.280
C10 -6.385 -3.928 0.801  -0.374
C11 0.655 4.304 1.768  -0.894
C12 -6.090 -4.066 -3.329  -0.893
C13 6.674 4.182 -0.374  -1.242
C14 1.209 0.742 -4.987  -0.473
C15 -5.645 -1.928 -2.499  -0.989
C16 1.069 7.208 -2.112  -0.443
C17 -0.733 -1.560 6.154  -0.862
C18 -1.961 -3.331 4.992  -1.120
C19 -5.577 -5.679 2.320  -0.825
C20 6.253 3.435 2.621  -0.826
C21 3.448 5.293 4.072  -0.515
C22 0.782 -0.635 -8.579  -1.302
C23 -1.029 -0.700 1.274  -1.344
C24 -0.116 -1.175 -5.712  -0.922
C25 -5.742 -5.497 -3.660  -1.553
C26 0.436 -0.593 5.927  -0.776
C27 -5.188 -7.324 -0.214  -1.390
C28 0.747 -2.395 -5.222  -0.771
C29 6.259 1.555 1.125  -0.827
C30 -4.189 -6.122 2.746  -0.671
C31 0.491 -0.487 -1.192  -0.334
C32 -6.129 -6.108 -0.017  -0.512
C33 0.077 -3.820 6.107  -0.575
C34 0.058 0.129 1.164  0.121
C35 -1.477 -1.503 0.234  0.016
C36 1.741 2.161 -5.339  -0.853
C37 1.586 3.691 4.489  -0.529
C38 0.577 -4.929 5.259  -1.270
C39 2.345 2.888 5.541  -1.268
C40 -4.702 -0.828 -1.969  -0.847
C41 0.823 0.258 -0.131  -0.062
C42 -2.790 -2.547 3.926  -0.661
C43 4.601 6.789 -3.375  -1.184
C44 0.185 7.627 -3.302  -1.149
C45 2.896 6.330 5.075  -1.508
C46 -4.173 -2.282 -5.105  -1.480
C47 1.678 5.098 2.513  -0.997
C48 -3.903 -3.062 -3.770  -0.206
H1 0.899 -4.193 -0.696  0.308
H2 3.699 6.922 5.515  0.469
H3 0.088 -3.512 -1.983  -0.164
H4 0.962 2.978 3.952  0.159
H5 7.453 4.625 0.247  0.301
H6 -3.584 -4.057 -4.081  0.611
H7 -0.185 3.962 2.374  0.322
H8 1.317 -2.213 -4.311  0.073
H9 1.402 -1.030 6.179  0.394
H10 -6.302 -3.654 -0.251  -0.233
H11 2.165 7.055 4.718  0.317
H12 7.299 3.572 2.347  0.336
H13 4.618 0.325 0.450  0.147
H14 -4.255 -1.055 -1.000  -0.050
H15 0.254 -1.581 -8.460  0.290
H16 -5.994 -4.991 3.055  0.509
H17 4.061 5.761 3.302  0.362
H18 -0.780 -1.520 -6.505  0.291
H19 0.046 -3.181 -4.940  0.304
H20 -4.415 -1.233 -4.940  0.313
H21 -2.758 -4.807 -0.645  0.577
H22 -1.537 -0.816 2.221  1.078
H23 1.613 -0.890 -9.235  0.422
H24 6.427 0.929 2.001  0.339
H25 2.200 2.590 -4.449  -0.040
H26 0.796 8.152 -4.037  0.287
H27 2.455 5.848 5.947  0.290
H28 -6.389 -5.697 -0.993  0.087
H29 3.338 8.411 -2.772  0.467
H30 4.592 5.996 -4.123  0.338
H31 -6.193 -1.849 1.298  0.518
H32 -6.282 -6.504 2.429  0.243
H33 0.439 6.694 -1.386  -0.001
H34 -3.216 -3.438 -0.233  0.151
H35 2.709 1.742 1.227  -0.157
H36 5.077 6.418 -2.467  0.050
H37 1.530 5.029 -3.939  0.104
H38 -0.088 -5.051 -1.528  0.377
H39 7.271 1.755 0.773  0.537
H40 -5.194 0.132 -1.816  0.488
H41 -2.389 -2.680 2.921  -0.175
H42 2.974 2.197 4.979  0.130
H43 2.753 7.562 -4.155  0.379
H44 1.684 2.376 6.240  0.331
H45 -6.096 -1.514 -3.401  0.536
H46 -0.867 -0.913 -4.966  0.445
H47 7.225 3.483 -1.003  0.331
H48 5.818 4.432 2.685  0.503
H49 -7.103 -6.480 0.301  0.542
H50 5.208 2.604 4.290  0.067
H51 -4.152 -6.443 3.787  0.455
H52 1.043 3.421 1.261  -0.072
H53 -4.070 -4.105 -1.508  0.199
H54 -6.936 -4.061 -2.642  0.649
H55 0.894 2.810 -5.563  0.318
H56 -2.529 -3.344 5.922  0.407
H57 -3.530 -5.270 2.577  -0.214
H58 4.614 3.407 -0.316  0.220
H59 -3.012 -2.653 -3.294  -0.377
H60 0.950 -3.263 6.448  0.437
H61 -0.561 -4.118 6.939  0.381
H62 1.091 -4.559 4.372  0.231
H63 2.221 -1.050 -7.217  0.284
H64 -0.229 -5.609 4.984  0.352
H65 3.037 4.587 -3.222  0.464
H66 -2.744 -1.477 4.128  0.655
H67 5.268 7.609 -3.638  0.447
H68 2.102 0.690 -7.459  0.337
H69 -6.578 -3.632 -4.202  0.512
H70 0.087 -1.534 2.572  -0.265
H71 -6.434 -2.015 -1.752  0.573
H72 1.259 5.971 3.014  0.410
H73 0.481 0.894 -4.190  0.156
H74 -3.847 -2.815 3.935  0.171
H75 0.572 -3.104 2.274  0.493
H76 0.286 0.374 6.406  0.402
H77 2.774 2.682 2.606  -0.535
H78 1.475 -1.973 3.253  0.593
H79 -4.671 -2.654 1.452  -0.057
H80 6.229 -0.167 -0.170  0.478
H81 -5.828 -2.991 2.677  0.421
H82 6.687 3.247 4.780  0.434
H83 -1.611 -1.016 5.803  0.437
H84 1.347 -4.584 -2.274  0.416
H85 1.430 8.045 -1.514  0.507
H86 0.096 -2.582 3.773  0.020
H87 2.976 3.557 6.126  0.331
H88 1.967 0.100 -4.538  0.310
H89 4.106 2.167 1.826  0.759
H90 0.231 4.895 0.956  0.407
H91 0.569 -0.382 4.866  -0.032
H92 -3.815 -6.942 2.131  0.267
H93 4.935 4.716 0.732  0.201
H94 3.094 1.018 2.597  0.511
H95 -5.091 -2.605 -5.596  0.331
H96 -5.129 -5.536 -4.560  0.357
H97 -3.294 -2.357 -5.746  0.329
H98 0.875 4.362 4.970  0.595
H99 -1.900 -4.396 4.766  0.546
H100 -0.208 6.745 -3.806  0.250
H101 1.395 -2.724 -6.034  0.405
H102 1.013 -0.400 -2.133  0.665
H103 -5.592 -7.967 -0.995  0.491
H104 -5.091 -7.937 0.682  0.334
H105 2.367 5.517 1.779  0.472
H106 -0.892 -1.816 7.201  0.278
H107 1.466 3.136 -2.331  0.277
H108 6.381 4.984 -1.051  0.151
H109 2.502 2.203 -6.119  0.462
H110 1.901 4.253 -1.047  -0.011
H111 0.404 4.513 -1.781  0.420
H112 -4.200 -7.008 -0.550  0.201
H113 -0.674 8.235 -3.018  0.446
H114 6.748 1.731 3.860  0.397
H115 -6.659 -6.071 -3.795  0.416
H116 -3.857 -0.648 -2.633  0.126
H117 5.427 1.267 -0.833  0.242
H118 1.376 -5.460 5.775  0.435
H119 -7.426 -4.027 1.107  0.540
H120 0.123 0.130 -8.991  0.306
H121 -4.274 -4.659 0.046  0.064
H122 4.199 4.673 4.563  0.222
H123 -5.185 -6.000 -2.871  0.256

Values from the calculation:
HOMO level   -10.72 eV
Net charge   +2
Relative energy (zero: lowest compared OMol25 entry of this formula, charge and spin)   30.9 kcal/mol
Strongest force on any atom   5.31 eV Å⁻¹